64
Properties=species:S:1:pos:R:3:lowdin_charge:R:1 method="wB97M-V/def2-TZVPD" orbital_gap_ev=7.658 fmax_ev_per_a=2.74 homo_energy_ha=-0.3888 e_lumo_ev=-2.922 total_charge=+1
O -0.986 -6.177 -2.806 0.068
O -0.126 6.144 -2.318 0.049
O 1.266 9.206 1.431 0.062
O 3.728 -0.699 -1.453 -0.304
O 3.545 -1.217 0.985 -0.301
C -0.950 -5.743 -1.663 -0.430
C 0.253 6.823 -1.380 -0.550
C 0.193 8.669 1.205 -0.480
C 1.939 4.137 0.588 0.029
C 1.341 4.889 1.567 -0.193
C 1.005 2.752 2.043 -0.033
C -1.520 -11.082 0.690 -0.088
C -0.590 -10.249 0.063 -0.078
C -2.860 -10.690 0.775 -0.080
C 0.118 -4.159 -0.004 0.002
C 0.865 -4.132 -2.299 0.024
C -1.000 -9.028 -0.480 -0.034
C -3.268 -9.464 0.238 -0.046
C 1.012 -3.125 0.297 -0.059
C 1.753 -3.094 -2.006 -0.031
C 0.016 -4.673 -1.312 -0.098
C -2.341 -8.615 -0.388 -0.211
C 1.815 -2.566 -0.709 -0.279
N 1.722 2.803 0.901 0.127
N -0.881 9.422 0.950 0.041
N -1.846 -6.241 -0.730 0.069
N -0.272 6.593 -0.174 0.103
N 1.768 0.025 -0.216 -0.093
N 0.749 4.011 2.460 0.164
C 1.316 7.881 -1.602 0.030
C -2.239 8.984 0.616 -0.053
C -2.802 -7.315 -1.001 -0.124
C 1.364 6.403 1.672 -0.056
C 0.098 7.126 1.151 -0.195
S 2.924 -1.182 -0.335 0.662
H 2.505 4.521 -0.257 0.153
H 0.734 1.841 2.571 0.161
H -1.205 -12.036 1.103 0.102
H 0.449 -10.557 -0.015 0.103
H -3.585 -11.340 1.256 0.103
H -0.489 -4.566 0.799 0.111
H 0.826 -4.521 -3.315 0.131
H -0.268 -8.412 -0.995 0.107
H -4.314 -9.182 0.302 0.108
H 1.081 -2.768 1.323 0.119
H 2.390 -2.703 -2.799 0.123
H 2.089 1.987 0.398 0.126
H -0.707 10.417 0.980 0.154
H -1.707 -5.974 0.236 0.123
H -1.008 5.904 -0.202 0.152
H 1.612 0.276 -1.188 0.083
H 0.953 -0.453 0.144 0.062
H 0.281 4.276 3.319 0.187
H 0.882 8.870 -1.472 0.090
H 2.145 7.747 -0.914 0.075
H 1.685 7.796 -2.624 0.095
H -2.934 9.818 0.736 0.094
H -2.561 8.173 1.271 0.081
H -2.279 8.650 -0.423 0.084
H -3.776 -7.033 -0.588 0.123
H -2.950 -7.463 -2.077 0.135
H 1.516 6.679 2.717 0.135
H 2.238 6.767 1.129 0.122
H -0.712 6.869 1.833 0.143